Computed, not measured: a cluster of 18 separate species, C67H181N11O26 in total at a distorted geometry, with wB97M-V/def2-TZVPD.

Computed properties:
2S+1: 2
Charge: +1
E_HOMO (alpha / beta) in eV: -9.45 / -9.45
F_max in eV/Å: 3.078
LUMO level (alpha / beta) in eV: -2.61 / -7.55
Energy in eV: -142016.0143

```
285
Properties=species:S:1:pos:R:3:forces:R:3
C 8.366773 -17.874234 -13.771035 -0.694 -0.430 1.292
O 9.517494 -18.280726 -14.443569 0.294 0.252 -1.406
H 7.755721 -18.747175 -13.541501 -0.023 -0.056 0.447
H 8.722948 -17.382459 -12.865829 -0.589 0.144 0.220
H 7.677957 -17.239552 -14.328528 0.328 0.452 -0.215
H 9.353312 -17.965712 -15.335430 0.670 -0.308 -0.348
C 2.603545 -16.008899 -20.498753 0.316 0.838 0.795
O 2.859303 -15.911755 -19.095211 -0.874 -2.135 0.372
H 2.198100 -16.962712 -20.836316 0.244 -0.256 0.655
H 1.828264 -15.275366 -20.720022 0.271 0.278 -0.637
H 3.576941 -15.839263 -20.958989 -0.399 0.167 -0.824
H 3.247960 -15.065685 -18.861302 0.165 0.968 -0.230
C 5.303254 -21.622487 -9.087820 0.033 0.747 -0.838
O 6.565917 -21.632698 -9.748721 0.156 -0.011 1.632
H 4.839791 -20.678798 -9.375492 -0.711 0.077 -0.214
H 4.676722 -22.464732 -9.381376 -0.024 -0.006 -0.087
H 5.301832 -21.553538 -8.000006 0.870 -0.435 0.151
H 6.447171 -22.120790 -10.566815 -0.460 -0.215 -0.536
C 1.116898 -18.031244 -16.206502 0.217 0.144 -0.219
O 0.668030 -17.328390 -17.370488 -0.597 -0.692 0.811
H 1.953979 -18.692591 -16.430139 0.319 0.138 -0.086
H 1.367640 -17.357740 -15.386966 0.273 0.249 0.027
H 0.372086 -18.700633 -15.776077 -0.563 0.198 -0.553
H 1.389950 -16.841854 -17.775112 0.541 0.092 -0.128
C 0.522534 -16.767764 -3.617138 0.855 0.238 0.490
O -0.666600 -16.278256 -4.102589 -1.054 -0.510 0.202
H 0.344854 -17.609381 -2.947657 0.073 -0.058 -0.060
H 1.230734 -17.039098 -4.400043 0.035 -0.497 -0.320
H 1.040771 -15.981738 -3.067878 0.244 0.098 0.538
H -0.485335 -15.833819 -4.933984 -0.164 0.857 -0.670
C 7.011577 -18.266207 -10.231820 -0.603 -0.677 0.033
O 6.679770 -17.006452 -10.741367 1.482 1.068 -0.407
H 7.783607 -18.807215 -10.778990 0.169 0.425 -0.269
H 7.333527 -18.188142 -9.193384 -0.087 -0.136 0.171
H 6.117639 -18.881408 -10.334311 0.038 -0.373 0.474
H 5.729974 -16.938256 -10.863169 -1.173 -0.237 0.053
C 8.499294 -14.007752 -11.926272 0.360 -0.468 0.157
O 7.257488 -14.266664 -11.290986 -0.219 0.986 0.323
H 8.650394 -14.708106 -12.747719 0.173 0.047 -0.085
H 8.553797 -12.992849 -12.320091 -0.466 -0.021 0.019
H 9.312791 -14.103065 -11.207065 0.179 -0.159 0.011
H 7.087578 -15.208403 -11.214613 0.389 -0.698 0.093
C 8.276360 -16.898944 -0.154638 0.867 0.024 0.483
O 7.226850 -16.131354 -0.670914 -1.130 0.607 -1.808
C 7.383849 -15.928451 -2.094827 0.241 -0.557 1.222
C 6.302429 -14.990996 -2.586050 -0.366 -0.729 0.245
N 6.304249 -14.813921 -4.021111 0.241 1.674 0.882
C 5.407333 -13.881519 -4.571025 -2.191 0.721 -2.039
C 5.285539 -13.855917 -6.137382 1.077 -0.202 1.123
O 6.594563 -13.653964 -6.618536 -0.620 -0.403 0.568
C 6.657947 -13.727530 -8.024972 0.298 0.456 -1.387
H 9.168919 -16.273333 -0.146789 0.442 -0.261 -0.278
H 8.411546 -17.822133 -0.718138 0.172 -0.036 -0.058
H 8.119123 -17.149323 0.894493 -0.558 0.059 -0.152
H 7.360705 -16.869166 -2.644925 -0.174 -0.298 0.088
H 8.362305 -15.490534 -2.292228 0.226 0.196 -0.030
H 6.499592 -14.014478 -2.143737 -0.037 0.476 -0.033
H 5.287228 -15.251422 -2.286618 0.055 -0.261 0.132
H 7.190933 -14.559638 -4.432500 1.006 -1.018 -0.532
H 5.848477 -12.918376 -4.314446 0.207 0.509 0.143
H 4.374807 -13.885880 -4.221777 0.234 -0.435 0.706
H 4.616610 -13.056491 -6.456055 -0.094 0.218 0.226
H 4.806974 -14.798137 -6.404419 0.261 -0.306 -0.466
H 7.556926 -13.232227 -8.391875 0.252 -0.328 0.386
H 5.876585 -13.144071 -8.511948 -0.457 -0.010 0.208
H 6.616903 -14.743786 -8.416943 0.051 -0.141 0.175
C -0.441653 -22.582740 -10.618522 -0.117 -0.016 -1.133
O 0.784901 -22.795971 -9.940141 -1.698 0.206 -0.336
C 0.580325 -22.531545 -8.558521 1.978 -1.496 -0.134
C 1.892868 -23.023952 -7.953695 -0.447 -0.429 0.652
N 2.023308 -24.521155 -8.090037 -0.200 1.528 1.132
C 3.229132 -25.019188 -7.392760 0.537 -0.181 -1.695
C 3.485189 -26.466003 -7.830191 -0.125 0.312 1.734
O 3.874705 -26.607081 -9.141526 -0.321 0.195 -1.437
C 3.907900 -27.969032 -9.532821 -0.155 0.277 0.416
H -0.372682 -22.886475 -11.663079 0.539 0.031 -0.059
H -0.721382 -21.529318 -10.629999 -0.002 0.245 0.189
H -1.303994 -23.151284 -10.270363 0.173 -0.192 0.724
H -0.172174 -23.198615 -8.137980 -0.557 0.293 -0.120
H 0.395921 -21.471249 -8.385684 -0.152 0.108 0.159
H 1.873260 -22.712324 -6.909376 0.238 -0.393 0.176
H 2.718755 -22.500226 -8.435079 0.223 0.095 -0.129
H 2.168930 -24.662642 -9.079420 0.031 -0.335 -0.063
H 3.244209 -24.989406 -6.303276 -0.745 0.093 -0.066
H 4.055166 -24.386773 -7.718063 0.619 0.004 0.110
H 2.552532 -26.978838 -7.595122 -0.288 -0.409 -0.280
H 4.259591 -26.941449 -7.228227 0.158 0.115 0.591
H 4.646132 -28.505343 -8.936590 0.552 -0.051 -0.287
H 4.085294 -27.994316 -10.607988 0.161 -0.194 0.215
H 2.979535 -28.479825 -9.277237 -0.435 0.129 -0.280
C 7.247198 -20.628058 -20.693394 -0.480 0.614 -0.324
O 7.118542 -19.266770 -20.237187 -0.856 -0.446 0.222
C 6.285157 -19.147112 -19.058848 1.382 0.608 0.560
C 5.926472 -17.675770 -18.697342 -0.057 -0.552 0.262
N 7.069927 -16.776366 -18.685188 0.243 -0.759 -1.474
C 6.713763 -15.376585 -18.647310 0.655 0.975 -0.830
C 6.418679 -14.747407 -20.064335 -0.350 -0.139 1.588
O 7.353545 -14.932730 -21.084596 -0.695 -1.530 -0.093
C 8.627121 -14.412078 -20.925809 0.480 0.860 -0.334
H 7.588677 -21.370135 -19.971725 0.362 0.409 0.516
H 7.919337 -20.620969 -21.551450 0.052 0.114 0.179
H 6.288724 -21.016528 -21.037672 -0.291 0.153 -0.124
H 6.922827 -19.539443 -18.266662 -0.220 -0.242 0.455
H 5.361643 -19.723696 -19.111518 -0.052 -0.128 -0.279
H 5.603976 -17.574014 -17.661125 -0.898 -0.811 -0.010
H 5.128656 -17.386571 -19.381408 -0.229 0.388 0.017
H 7.358223 -16.934267 -19.640201 1.326 0.190 -0.274
H 7.536927 -14.792675 -18.235547 0.269 -0.148 0.230
H 5.883317 -15.200834 -17.963517 -0.303 0.023 -0.197
H 6.320472 -13.673615 -19.904909 -0.434 0.325 0.073
H 5.474933 -15.202895 -20.364266 0.062 0.291 -0.550
H 8.578194 -13.327260 -20.831639 -0.002 0.354 0.235
H 9.138563 -14.593195 -21.871172 0.163 -0.211 0.182
H 9.209885 -14.795178 -20.088121 -0.097 -0.320 0.078
C 0.339619 -10.611835 -6.224009 -0.214 0.152 -0.035
O 0.291230 -11.971647 -6.687902 -0.505 1.384 -0.102
C 1.013601 -12.878714 -5.914184 0.527 -1.407 -1.218
C 1.028919 -14.249545 -6.672426 -0.419 0.040 0.643
N -0.277640 -14.912954 -6.526389 -0.120 -0.251 -0.418
C -0.517657 -16.148842 -7.358113 0.512 1.209 -0.097
C -1.905004 -16.721086 -7.218025 -0.238 0.308 0.672
O -2.853116 -15.812202 -7.778592 0.057 -0.804 0.620
C -4.170596 -16.354974 -7.675701 0.216 0.922 0.072
H -0.234641 -10.429732 -5.315623 0.206 -0.518 0.443
H -0.120022 -9.892799 -6.902106 -0.138 -0.685 -0.705
H 1.355413 -10.231942 -6.114735 0.299 -0.360 0.250
H 0.617308 -12.987458 -4.904611 -0.057 -0.023 0.153
H 2.067347 -12.600448 -5.897354 0.340 0.444 0.371
H 1.816992 -14.871801 -6.248341 0.072 -0.215 0.383
H 1.327100 -14.116753 -7.712404 -0.103 0.363 -0.299
H -0.906080 -14.172502 -6.803663 -0.771 -0.209 -0.050
H 0.249210 -16.845664 -7.019801 -0.077 -0.358 -0.281
H -0.405769 -15.935419 -8.421147 0.501 0.059 -0.143
H -2.074310 -16.929665 -6.161653 -0.457 0.351 0.344
H -2.031106 -17.702253 -7.675758 0.426 -0.132 -0.549
H -4.821553 -15.599421 -8.115567 -0.092 -0.271 -0.182
H -4.482778 -16.472216 -6.637966 0.145 -0.072 0.222
H -4.262590 -17.320862 -8.172402 0.039 -0.037 -0.231
C 2.927386 -12.451791 -9.765386 -0.158 -1.167 0.102
O 1.804628 -13.286541 -10.107342 -0.532 0.994 0.738
C 0.623193 -12.467820 -10.161801 -1.468 0.067 -1.285
C -0.737228 -13.190592 -10.568010 1.322 -0.043 -0.114
N -0.913055 -13.438861 -12.009196 -0.109 0.854 0.543
C 0.194514 -13.989791 -12.733668 0.168 0.808 -0.558
C -0.211621 -14.384798 -14.172724 0.684 -0.703 1.976
O -0.713071 -15.710471 -14.022570 -0.581 -0.082 -1.642
C -1.510776 -16.196071 -15.145741 0.205 0.648 1.101
H 3.124948 -11.743146 -10.569670 0.150 0.037 0.167
H 3.743756 -13.144520 -9.561004 0.299 -0.031 -0.770
H 2.865914 -11.970434 -8.789368 -0.871 0.511 0.122
H 0.744753 -11.695533 -10.921338 0.349 0.042 -0.467
H 0.470451 -11.861922 -9.268687 0.080 -0.581 0.601
H -1.571704 -12.564239 -10.252671 0.168 0.276 0.081
H -0.864641 -14.112320 -10.000315 0.307 -0.365 0.341
H -1.746300 -13.994447 -12.140083 -0.035 -0.075 0.087
H 0.663137 -14.821134 -12.207020 0.134 -0.524 -0.143
H 0.963988 -13.220647 -12.800225 0.282 0.094 -0.040
H 0.713053 -14.396293 -14.749727 -0.200 0.019 -0.461
H -0.961715 -13.688003 -14.546828 -0.023 0.025 -0.214
H -1.616262 -17.264808 -14.959283 0.048 0.089 -0.393
H -1.095069 -15.932553 -16.118281 0.461 -0.401 0.097
H -2.493879 -15.726285 -15.115560 -0.224 0.009 0.184
C 2.780869 -18.932162 -7.418270 0.635 -0.516 -0.431
O 2.707123 -17.966074 -8.448335 -0.157 0.061 0.283
C 3.693921 -16.937512 -8.322522 -0.778 -0.684 -1.072
C 3.606574 -16.007633 -9.507824 -0.945 -0.259 -0.293
N 3.888732 -16.640144 -10.803790 1.532 0.486 1.205
C 3.828193 -15.616017 -11.816953 0.861 -0.298 -1.915
C 4.175566 -16.252314 -13.190771 -0.442 0.073 0.795
O 4.045859 -15.345867 -14.267855 -0.974 -0.757 -0.648
C 4.352605 -15.993383 -15.511407 -0.062 -0.230 0.360
H 2.416006 -18.611157 -6.442595 0.108 0.503 0.059
H 3.808151 -19.293554 -7.371471 0.366 0.123 0.513
H 2.239908 -19.851811 -7.641192 -0.498 0.281 -0.523
H 4.695241 -17.361445 -8.398261 0.269 -0.320 0.599
H 3.510717 -16.394206 -7.395505 0.231 0.144 0.273
H 4.291039 -15.191676 -9.275852 0.330 0.081 -0.414
H 2.620746 -15.561589 -9.639366 -0.316 0.251 0.706
H 3.283682 -17.436571 -10.944221 -0.440 -0.016 -0.203
H 4.617828 -14.885832 -11.639752 -0.213 0.309 0.399
H 2.856913 -15.127448 -11.894445 -0.135 0.264 0.088
H 3.462964 -17.074552 -13.255747 -0.023 -0.418 -0.618
H 5.191291 -16.647102 -13.214104 0.177 -0.246 0.320
H 3.901508 -16.967270 -15.701521 -0.723 -0.159 0.742
H 5.408345 -16.264444 -15.505071 0.411 0.630 -0.478
H 3.969229 -15.402335 -16.343148 0.629 0.460 0.121
C 5.059407 -19.642543 -15.233830 -0.603 -0.413 0.405
O 5.508998 -19.705569 -13.876305 0.383 -0.120 -0.520
C 4.685203 -20.429195 -12.973694 -0.440 -0.549 -0.386
C 4.687396 -22.001992 -13.066264 0.160 1.458 0.601
N 5.764558 -22.650989 -12.301452 -0.422 0.003 -0.153
C 5.880015 -24.096223 -12.564501 -0.353 0.163 0.534
C 4.715721 -24.940684 -12.030275 0.056 0.671 0.802
O 3.450733 -24.555692 -12.539931 0.191 -0.078 -0.250
C 2.374583 -25.275926 -11.935436 0.697 0.417 -0.854
H 4.844763 -20.616619 -15.673386 0.538 -0.398 0.050
H 5.772210 -19.105572 -15.859673 0.215 -0.106 0.353
H 4.088842 -19.158446 -15.342260 -0.156 0.508 0.424
H 3.666204 -20.058590 -13.085058 -0.424 -0.239 -0.392
H 4.904851 -20.090820 -11.961093 0.659 -0.194 0.065
H 4.752176 -22.339577 -14.100640 -0.408 0.103 -0.267
H 3.738413 -22.290659 -12.614388 0.081 -0.243 -0.320
H 6.643554 -22.249393 -12.595036 0.209 0.220 -0.177
H 6.759470 -24.348742 -11.972135 0.072 -0.628 -0.201
H 6.073591 -24.314519 -13.614719 -0.051 -0.018 -0.257
H 4.690429 -24.840159 -10.945214 0.041 0.228 0.339
H 4.911277 -26.004478 -12.165187 0.042 -0.242 -0.532
H 1.513994 -25.097174 -12.580056 -0.055 -0.136 0.125
H 2.161312 -24.895570 -10.936455 0.064 -0.236 0.015
H 2.659828 -26.327619 -11.961204 -0.420 -0.224 0.380
C 1.778252 -19.954374 -10.868231 0.671 0.035 -0.115
O 1.936366 -18.620530 -11.320049 -0.863 0.127 0.097
C 0.796886 -18.009804 -11.913637 -1.518 0.679 0.168
C -0.463356 -17.672893 -10.992225 1.156 0.093 -1.139
N -1.611895 -17.149425 -11.771779 0.851 -1.147 0.322
C -2.586218 -16.618331 -10.836599 0.944 -0.823 -0.252
C -3.759131 -16.035103 -11.550313 -0.890 0.417 0.163
O -3.351416 -14.827815 -12.149739 -0.519 0.536 -0.230
C -4.266866 -14.288644 -13.096192 0.733 -0.267 -0.370
H 2.730985 -20.253807 -10.431500 0.120 0.105 -0.001
H 1.625290 -20.616153 -11.720721 -0.467 -0.163 0.025
H 1.040486 -20.083262 -10.076275 -0.314 0.156 -0.234
H 0.388402 -18.554698 -12.764719 0.212 -0.582 -0.104
H 1.130203 -17.064051 -12.340902 0.246 0.057 0.113
H -0.135296 -16.926094 -10.269199 0.176 0.104 0.351
H -0.746770 -18.570632 -10.442824 -0.252 -0.080 0.032
H -1.319083 -16.428094 -12.415226 0.276 0.105 -0.151
H -2.072708 -15.898882 -10.198786 -0.497 0.473 0.276
H -2.820827 -17.473828 -10.203216 -0.672 0.127 0.217
H -4.582264 -15.810216 -10.872088 -0.103 -0.029 0.412
H -4.195537 -16.674986 -12.317256 0.315 -0.483 -0.117
H -3.775425 -13.401186 -13.494927 -0.152 0.035 -0.002
H -5.264517 -14.027445 -12.743266 0.061 -0.028 0.597
H -4.394615 -15.009362 -13.903873 -0.083 -0.072 -0.216
C 5.703443 -11.088720 -12.261767 -0.286 0.275 -0.476
C 4.837584 -12.262242 -12.758034 1.854 0.365 -0.058
C 3.731363 -11.825483 -13.722978 0.483 0.194 1.410
O 2.823579 -11.100205 -12.899206 -1.255 1.278 -1.167
C 1.809476 -10.448376 -13.729057 0.488 -0.589 0.555
N 5.801145 -13.172360 -13.476250 -1.981 1.234 -0.057
H 5.237971 -10.326880 -11.636432 -0.412 -0.185 0.057
H 6.035995 -10.584121 -13.168901 0.278 0.139 0.011
H 6.588751 -11.443159 -11.733842 -0.028 -0.211 -0.021
H 4.390146 -12.743534 -11.888396 -0.235 -0.208 -0.141
H 3.225990 -12.687701 -14.158038 -0.012 -0.207 -0.129
H 4.127040 -11.183624 -14.510098 0.076 -0.118 -0.111
H 2.217725 -9.859146 -14.550176 0.468 -0.172 -0.008
H 1.204321 -9.745919 -13.155952 0.116 -0.351 0.441
H 1.175822 -11.224476 -14.158303 -0.232 -0.007 -0.067
H 6.316962 -13.684988 -12.775357 -0.123 -0.147 0.046
H 5.097745 -13.771893 -13.883536 0.750 -0.969 -0.481
C 1.748127 -13.189631 -16.898921 -0.664 0.158 0.612
C 2.376633 -12.582880 -18.146256 -0.830 0.709 1.550
C 2.614172 -11.071174 -17.949432 -0.349 -0.025 0.548
O 3.487080 -10.819687 -16.844251 -0.232 0.117 -0.470
C 3.765452 -9.438717 -16.708772 0.619 0.280 0.290
N 3.585109 -13.265849 -18.467362 1.318 -0.301 -1.062
H 2.221942 -12.831042 -15.985120 0.143 -0.008 -0.073
H 1.692217 -14.276531 -16.838785 0.485 -0.124 -0.487
H 0.696666 -12.910122 -16.832619 -0.077 0.348 0.003
H 1.629447 -12.700673 -18.931076 0.301 0.016 -0.426
H 1.674370 -10.565692 -17.727246 -0.357 0.002 -0.104
H 3.004678 -10.615826 -18.859522 0.258 -0.027 -0.239
H 2.913592 -8.769079 -16.827212 -0.428 -0.270 -0.167
H 4.545898 -9.096280 -17.388284 0.013 -0.152 -0.404
H 4.164002 -9.230979 -15.715746 -0.044 -0.369 0.153
H 4.305680 -13.141682 -17.770614 -0.192 -0.032 0.842
H 4.004099 -12.734390 -19.217083 0.172 -0.231 -0.751
C 3.707508 -22.919720 -4.318207 -0.816 -0.354 -0.894
C 3.722782 -21.465539 -4.817780 0.718 0.065 1.761
C 2.436606 -20.697584 -4.375610 1.363 -0.732 -1.451
O 1.409854 -21.324199 -5.119776 0.462 0.444 1.280
C 0.136272 -20.872572 -4.785657 -1.290 -0.191 -0.770
N 4.979812 -20.914141 -4.233125 -0.639 0.192 -0.358
H 3.590187 -23.029300 -3.240092 0.497 0.378 0.170
H 4.582622 -23.443049 -4.703450 0.178 0.116 0.372
H 2.856953 -23.490796 -4.690404 -0.192 0.254 -0.282
H 3.859484 -21.434129 -5.898722 -0.352 -0.004 -0.065
H 2.493153 -19.642413 -4.643055 0.125 0.288 -0.144
H 2.346676 -20.713203 -3.289438 -0.426 -0.495 0.219
H -0.122517 -19.923536 -5.255190 0.175 0.280 -0.335
H -0.112771 -20.717975 -3.735820 0.520 -0.445 0.358
H -0.507142 -21.644103 -5.208582 -0.437 0.201 0.209
H 4.933640 -20.996910 -3.227586 0.049 -0.123 0.244
H 5.060680 -19.925653 -4.424050 0.033 0.243 -0.166
```
Positions in Å, forces in eV/Å.

Results of the Mulliken charge analysis, in e, for atoms 1 through 5: C 0.37; O -0.61; H -0.14; H 0.12; H -0.09